62
Properties=species:S:1:pos:R:3 method="wB97M-V/def2-TZVPD" homo_energy_ev="-7.9 / -8.4" multiplicity=5 s2=6.03
H -1.56110 4.38855 -3.39411
H 6.78864 0.02933 2.24110
H 0.64168 -0.69469 4.27858
N -0.65408 0.56757 -2.75700
C -0.07489 -0.37435 3.52611
C 4.08330 0.42212 2.49783
C 0.42338 -3.02417 -1.29944
H 3.77127 0.88772 -0.86452
N -1.01208 2.36294 -0.89923
F -4.35676 2.32998 3.03777
H 2.00907 -1.63319 -1.66482
O -4.95586 -1.21403 -1.62180
F -2.64298 1.51692 1.99866
C -0.58251 1.79049 -3.12035
C 4.42670 0.68266 1.15093
C 6.71187 0.99864 1.74642
H -0.20793 4.82126 -2.34067
C -1.14284 4.25821 -2.39748
H 0.84563 -5.09139 -0.84709
H 0.19371 3.23281 -4.49085
H 6.54221 1.77750 2.49201
O 1.30196 0.38252 -0.57426
H -1.02483 2.14614 -5.17470
C 0.02954 -4.37388 -0.78235
O -1.27655 2.93519 0.16264
H 2.51766 -0.09226 3.79972
O -3.59724 -0.95329 2.58836
C -0.92387 2.81035 -2.09608
N -5.24892 -0.51547 0.72244
C -0.17325 2.20917 -4.49282
H 2.39020 -3.36375 -1.99226
H -0.97724 -0.97943 3.57433
S -4.26429 -0.99007 -0.39361
H 7.63544 1.20467 1.21469
H -0.35439 -1.19457 -3.22095
O -0.44711 -2.23588 -1.65279
C 1.78287 0.03240 1.77617
Ir -0.83415 0.00079 -0.58535
H -0.34111 0.66389 3.74318
F -4.50742 -3.28357 0.87911
O -3.06125 -0.13345 -0.48421
C -3.97971 1.58198 2.00708
O -0.30164 -0.35457 -3.71681
F -4.37064 2.17482 0.88303
C -3.63283 -2.68481 0.08818
S -4.70956 -0.13348 2.18284
H 2.29839 -2.78535 -0.33716
H -1.83221 4.68095 -1.66879
O -5.82852 0.05025 3.04758
C 3.48427 0.64971 0.15130
C 0.47412 -0.41119 2.13291
O 5.68475 0.99658 0.76402
H 0.59675 1.54177 -4.87146
C 2.78150 0.11646 2.77272
F -2.46008 -2.61542 0.70836
O -0.31477 -0.85734 1.25614
C 1.87036 -2.65954 -1.33673
H 4.81121 0.45787 3.29186
F -3.48534 -3.40852 -1.01902
H -0.85691 -4.73219 -1.30139
H -0.23869 -4.24745 0.27077
C 2.13705 0.33510 0.41120



62
Properties=species:S:1:pos:R:3 method="wB97M-V/def2-TZVPD" homo_energy_ev="-7.8 / -8.0" multiplicity=5 s2=6.02
H -2.80433 -0.30192 6.76315
F 4.66949 -1.52299 0.30438
H 0.90808 -3.76251 1.65818
O -0.48144 2.97102 -0.90598
H -4.77601 0.76260 -2.83176
H -1.39096 -1.67014 5.61267
H -3.96002 -0.45869 -3.80916
F 4.81321 -0.21341 -1.41638
H -0.81341 -3.07534 3.73239
Ir -0.18856 -0.17462 -0.87688
F 4.86866 3.24282 -0.32716
O 2.02707 0.78794 -1.08633
H -3.79887 1.26133 -4.21133
O -1.14667 0.45270 0.85605
C -2.05413 0.48857 6.69682
H 0.22133 2.72096 -0.27850
C -2.81463 3.12148 -2.23568
H -1.09318 0.11656 7.05809
H 1.40884 -3.14140 -2.53523
C 3.71552 3.71119 0.14208
H -2.57063 3.52139 -3.22281
H -0.67387 -4.34951 2.16886
N 3.57975 1.12711 0.93106
F 2.87570 3.87659 -0.87629
H -2.36499 1.33194 7.30561
O 1.55221 2.62242 1.19601
H 1.99378 -0.22480 -5.17917
C 1.04026 -1.41207 -3.68465
O -0.70988 -2.07441 -0.05058
C -1.22936 -0.15328 2.01817
C 0.64827 -2.78699 -3.23810
H -2.52834 3.85808 -1.49137
C -1.02741 -2.03187 3.55113
F 3.36290 -1.82068 -1.40053
O 3.54592 2.91849 2.64464
O 1.81402 -0.71055 0.80418
C -1.55984 0.64678 3.11666
H 3.01453 -1.44127 -4.39114
H -1.74201 1.69982 2.95612
S 2.97783 2.54637 1.39538
H -3.88954 2.95491 -2.20276
C -1.62505 0.11888 4.38715
C -1.35221 -1.24628 4.62197
C -2.08738 1.83655 -2.02270
O -1.94432 0.98433 5.37176
C -2.65229 0.58384 -2.52228
C -0.97053 -1.53894 2.22889
H -0.31520 -2.74728 -2.72946
F 3.93060 4.88756 0.72235
C -0.14741 -3.82117 1.37809
C 3.98439 -0.90296 -0.64432
H -0.23536 -4.37342 0.44692
S 2.69994 0.18559 0.08260
O -2.32332 -1.65610 -2.56584
H 0.62803 -3.48579 -4.07297
C 2.01987 -1.24369 -4.80327
C -3.86465 0.54149 -3.39337
N -2.01718 -0.50768 -2.17712
N -0.96123 1.77715 -1.40580
C -0.63545 -2.41997 1.15525
O 0.60046 -0.42109 -3.11722
H 1.84901 -1.96562 -5.60050



46
Properties=species:S:1:pos:R:3 method="wB97M-V/def2-TZVPD" smiles="COc1ccccc1OCc1ccc(C(=O)N2CCN(C)CC2)o1" homo_energy_ev=-8.3
H 3.49627 -3.08485 2.87823
C 3.75394 -2.36500 2.11721
O 4.68922 0.37114 -0.88986
C 2.09698 0.23527 -1.58996
H -4.10009 2.65888 0.78771
C 4.40353 -0.51164 0.12433
H 2.84177 0.15746 -2.38814
C -2.20457 0.80820 0.72356
N -4.29036 0.18635 1.82708
C 2.83365 -2.03184 1.14226
C 0.25314 -0.05804 -3.41189
H -2.46322 -0.71697 2.22246
C -3.01339 -0.32304 1.36483
H 1.85361 -2.48192 1.12311
H 6.29147 -0.39460 1.12741
H -5.29355 -1.68979 1.93826
H 6.12606 1.59120 -0.01771
C -1.12686 0.22918 -3.39903
H -1.83627 0.08092 -4.18634
H -4.77601 2.24081 -0.81655
C -1.40505 0.74181 -2.15678
C -5.04151 0.72317 0.70584
H -2.03916 1.59191 1.47084
H -3.14217 -1.13850 0.62806
C 3.13083 -1.11116 0.14277
O -0.26753 0.79737 -1.42492
C 0.73218 0.31376 -2.18755
C -2.71837 1.23724 -1.69779
C -5.04146 -0.81227 2.55438
C 4.99624 -1.76269 2.10897
H -5.99347 1.10934 1.07618
C -4.24985 1.85709 0.05824
O 2.12367 -0.91749 -0.75955
H 5.72903 -2.00181 2.86410
H -4.45542 -1.14484 3.41003
H 2.29163 1.13506 -0.99489
H -5.96587 -0.36565 2.91727
H 5.94089 1.63618 -1.78806
H 6.75782 0.25242 -1.02118
C 5.95283 0.98649 -0.91384
H -5.25008 -0.05216 -0.05349
H 0.81832 -0.47732 -4.21841
O -3.55696 1.53713 -2.53650
N -2.95128 1.37978 -0.37112
C 5.31242 -0.84596 1.12077
H -1.24299 0.42938 0.38965



46
Properties=species:S:1:pos:R:3 method="wB97M-V/def2-TZVPD" smiles="N[C@@H](Cc1ccccc1)C(=O)O.N[C@@H](Cc1ccccc1)C(=O)O" homo_energy_ev=-9.1
N -2.41795 0.51601 1.61146
C 3.84724 -0.56461 -0.18512
H -0.15780 1.43100 -0.68110
C 0.11807 -3.35042 -0.43179
H -3.60588 -0.49078 -1.43943
H 2.10033 -0.00509 1.84680
C 2.35850 -0.87004 -0.10697
H 1.29507 -2.27355 0.79207
C 2.78382 3.67225 0.31283
H 3.98489 -1.95795 1.08401
C -3.95130 1.60871 0.16235
H -1.13413 -0.68625 -2.07167
C -0.97167 -3.61899 0.36878
H 3.61015 4.31562 0.63899
H 3.54928 1.95654 1.33795
C 1.64677 0.08796 0.85341
H 0.56828 -0.23653 0.92949
O 4.59285 -1.29332 0.66233
H -1.95643 1.06824 -0.35884
C 0.66017 2.05081 -0.38691
O -4.80747 1.69350 1.00387
C 2.74081 2.35544 0.74130
N 2.17493 -2.24375 0.37699
H 0.83819 -2.07540 -2.04642
C -1.09437 -1.51436 -1.39980
H -4.95970 2.65604 -1.04834
C -2.76825 0.67935 0.21460
H 1.81069 5.22746 -0.79602
C 1.67834 1.53203 0.40544
O -4.10170 2.11455 -1.09625
H -2.85749 -2.96858 1.13081
C 0.70981 3.37122 -0.82987
H -3.25651 0.43259 2.17702
H -4.10392 -1.07149 0.15983
C -2.07262 -2.77805 0.40480
H 1.00493 -3.98037 -0.40043
H -1.84487 -0.30380 1.73731
H -0.94927 -4.45365 1.07130
H -0.08008 3.76798 -1.47634
H 2.31275 -2.89014 -0.43374
C -2.14604 -1.67677 -0.46703
C -3.25621 -0.66543 -0.44454
O 4.35785 0.26330 -0.90757
C 1.77555 4.19307 -0.48781
H 1.96741 -0.69141 -1.13967
C 0.00697 -2.33293 -1.38804



48
Properties=species:S:1:pos:R:3 method="wB97M-V/def2-TZVPD" charge=+2 homo_energy_ev=-15.4
C 0.13016 0.49173 4.94392
H 1.86295 -0.65178 4.38576
S 0.07111 1.05462 -2.45000
H -2.25991 1.39732 2.74641
C -0.55349 -2.47455 -1.17075
H 0.39740 0.55069 5.99083
C -1.34781 0.97222 3.15039
H -0.41500 4.68250 1.18172
O 1.06910 -3.41205 0.26699
C -2.30553 2.68060 -2.28705
H -1.88526 3.68202 -2.25079
C -2.47921 -1.52636 -2.05171
H -2.23451 4.48264 -0.29383
H -3.28147 2.77374 -2.76314
C 0.83412 3.46424 -1.19635
H 2.37642 -0.61448 1.58703
C -2.13510 3.64385 0.39406
N -0.53893 0.34344 2.27359
C -0.67727 -3.58218 -1.98279
H -0.05209 4.03239 -1.46700
H -1.18972 2.25252 -4.06757
Sc -0.69746 0.24011 0.04022
C 0.58356 -0.25686 2.71881
H -1.86725 -4.49637 -3.51695
N 0.65190 -1.14789 0.46600
H 2.16595 1.99560 -2.06729
H 1.29383 2.94240 -3.24046
H 1.65055 4.17737 -1.08035
S -2.62240 2.17223 -0.55913
N -1.43254 -1.45202 -1.21662
H -2.91840 3.78967 1.13777
C -1.05738 1.06311 4.48971
C 0.95142 -0.17177 4.05497
C -0.76773 3.65309 1.10295
H -3.53269 -2.63117 -3.54298
H 1.55652 -2.06429 2.12160
H -0.86108 3.29839 2.12815
H 0.04690 -4.37973 -1.89108
H -1.74227 1.56016 5.16128
C 1.19495 2.45181 -2.27082
H -3.18503 -0.70460 -2.02103
C -1.74498 -3.64083 -2.86585
C -2.66973 -2.60467 -2.89307
H -2.02169 0.86892 -3.43659
S 0.55790 2.66229 0.40102
C -1.44673 1.74530 -3.13505
C 0.51455 -2.40562 -0.09335
C 1.38739 -1.06183 1.72068



47
Properties=species:S:1:pos:R:3 method="wB97M-V/def2-TZVPD" smiles="Cc1nc(N)c2ccc(-c3nn(C)/c(=N/C4CCCCC4)s3)cc2n1" homo_energy_ev=-7.8
S -0.82521 -1.74861 -0.44679
C 0.91817 1.39045 -4.24227
N 1.25464 2.62464 -4.61333
C 0.27282 1.22216 -3.02694
H 2.18552 0.24902 -8.16826
N -1.76644 0.30872 0.66642
H 1.44075 -1.11951 -7.33009
H -0.96004 -4.43038 5.36475
H -2.79798 2.10168 1.08918
C -2.76618 -3.43096 3.43776
H 3.14687 4.51758 -5.96208
C -1.07320 -3.34069 5.34144
H 1.08532 -1.81784 -5.25193
C -2.23889 1.33175 1.60871
H -2.82942 -4.52627 3.36158
H -0.86984 -2.97246 6.36754
C -1.71715 -3.00569 2.40837
C -0.72979 -0.20069 -1.22710
C 2.13411 4.17219 -6.26056
C 1.75622 0.60762 -6.30640
H -2.93610 0.90595 2.32939
N -1.24976 0.75536 -0.53052
H -3.77512 -3.05073 3.13797
H -0.24182 -4.39260 2.94982
C -2.50752 -2.97928 4.91054
C 1.83759 2.79561 -5.82536
C 0.87173 -0.96158 -4.61222
N 2.03115 1.80253 -6.71664
H 0.48347 -2.90118 2.32535
H -2.68320 -1.91247 5.01160
H -0.04267 -2.15549 -3.03903
N 2.00038 -0.28691 -7.31014
H -1.86912 -3.59863 1.47564
H -0.05783 -1.62349 4.38336
C 1.18706 0.30781 -5.05984
H 0.91534 -3.07842 4.72724
H -3.24571 -3.42687 5.60008
H 0.04475 2.11478 -2.43032
C -0.04894 -2.73483 4.36469
C -0.07149 -0.04109 -2.52050
H 2.13338 4.28110 -7.32630
C -0.31023 -3.29234 2.93280
N -1.92427 -1.56457 2.09332
C -1.55042 -1.01758 0.95094
H 1.39991 4.93945 -5.87527
C 0.24242 -1.13849 -3.35767
H -1.41671 1.75060 2.14875



For each record above, in turn, the calculated energy relative to the best compared isomer or geometry (same formula, charge and spin) values are 0.763 0.433 3.653 2.114 0.000 0.000 eV.
For each record above, in turn, the calculated calculated total energy values are -84774.853 -84775.183 -30191.877 -30193.416 -78737.150 -38799.041 eV.